Entry 1:
This record from the OMol25 dataset describes an isolated ion of composition C11H19N4 and charge +1 in a non-equilibrium geometry. The level of theory is ωB97M-V/def2-TZVPD.

The geometry in XYZ format:
```
34
C11H19N4 (ωB97M-V/def2-TZVPD)
C -2.78829 -0.86985 -1.34649
C -1.81606 -0.95684 -2.36732
C -2.38240 -0.66933 -0.04505
C -0.46419 -0.85869 -2.08577
C -0.92486 -0.46186 0.24493
C -0.07503 -0.66146 -0.75897
C 2.22422 -0.46949 0.59348
C -2.33516 1.55859 2.06360
C 2.45956 2.22993 -0.90585
C -1.53062 0.35175 2.56265
C 1.16071 1.42222 -0.71594
N -0.54381 -0.05337 1.48921
N 1.35748 -0.08871 -0.63250
N 2.68601 -1.65701 0.60741
N 2.49968 -2.73139 -0.30803
H -3.79656 -1.15922 -1.48076
H -2.12088 -1.03295 -3.47719
H -2.95182 -0.47340 0.85296
H 0.25133 -0.89149 -2.88116
H 0.36766 0.13869 1.79096
H -2.04141 1.70889 0.94829
H -3.36895 1.41621 2.24641
H -2.04457 2.33572 2.61885
H 3.00641 2.00283 -1.87570
H 2.19276 3.21138 -0.95960
H 3.12225 1.94907 -0.03633
H -0.94804 0.52257 3.50779
H -2.08029 -0.56839 2.72391
H 0.65919 1.86793 0.12416
H 0.51378 1.50024 -1.66564
H 3.56467 -1.86424 1.01354
H 1.91202 -0.39483 -1.31836
H 2.70262 -3.71569 -0.01149
H 1.53259 -2.63780 -0.51600
```

Properties
DFT total energy (Ha): -649.02112
Charge: +1
Spin multiplicity: 3
Relative energy (zero: lowest compared OMol25 entry of this formula, charge and spin) (eV): 3.3115
HOMO-LUMO gap (alpha / beta) (eV): 5.08 / 6.81

Entry 2:
This record from the OMol25 dataset describes C53H42HgN12OSSbSi as an isolated structure. The level of theory is ωB97M-V/def2-TZVPD.

The geometry in XYZ format:
```
112
C53H42HgN12OSSbSi (ωB97M-V/def2-TZVPD)
Hg 0.32693 0.68050 -1.32273
C -3.56758 1.51016 -3.72716
C -4.47144 0.59059 -3.15793
C -4.09364 -0.15346 -2.07598
C -2.79515 0.00696 -1.51361
N -1.93037 0.89772 -2.09495
C -2.31388 1.60101 -3.15332
C -2.35243 -0.72463 -0.37376
C -3.22590 -1.49745 0.44545
C -2.73386 -2.14957 1.53408
C -1.35453 -2.07994 1.84197
C -0.55146 -1.31342 1.02048
N -1.02652 -0.66071 -0.02946
C 0.93336 -1.20732 1.26970
C 1.52706 -1.74567 2.40712
C 2.89590 -1.64358 2.56983
C 3.65289 -1.01236 1.59657
C 2.98595 -0.49624 0.50085
N 1.67016 -0.59160 0.35218
H -3.82625 2.10877 -4.58912
H -5.46203 0.46582 -3.58105
H -4.77213 -0.88832 -1.66483
H -1.56267 2.27021 -3.56241
H -4.28273 -1.53982 0.22119
H -3.40027 -2.71991 2.17151
H -0.95503 -2.60228 2.69697
H 0.92512 -2.21485 3.17023
H 3.36928 -2.04813 3.45583
H 4.72494 -0.90758 1.69130
H 3.51637 0.01754 -0.29448
N 2.90565 3.20859 -0.50471
C 2.12116 3.01021 0.61445
N 2.51729 3.42850 1.82113
N 1.56017 3.02799 2.64998
N 0.66054 2.40778 1.94326
N 0.96363 2.37988 0.63655
C 2.54042 3.02255 -1.83018
N 3.19799 3.62210 -2.80399
N 2.57993 3.19580 -3.92900
N 1.61767 2.39354 -3.64280
N 1.55857 2.25688 -2.29447
H 3.65585 3.86549 -0.37270
S -0.77217 1.68586 2.58805
Sb -1.55390 3.18502 6.06820
C -0.79355 4.54818 4.61132
C -1.42770 4.76762 3.39092
C -0.91717 5.70016 2.49831
C 0.22779 6.42130 2.81391
C 0.85947 6.21428 4.03070
C 0.34016 5.29101 4.92932
C -3.24394 2.43558 4.98551
C -3.29702 1.24857 4.25737
C -4.43173 0.91600 3.53022
C -5.54286 1.74900 3.54776
C -5.51669 2.91654 4.29794
C -4.37090 3.25756 5.00758
C -0.15554 1.57371 5.96334
C 1.20741 1.83228 5.86220
C 2.12661 0.79282 5.91857
C 1.69434 -0.51435 6.09940
C 0.33712 -0.77957 6.21270
C -0.58090 0.26022 6.15526
H -2.28665 4.17341 3.10943
H -1.40116 5.84425 1.54006
H 0.63429 7.13164 2.10466
H 1.76565 6.75613 4.27350
H 0.84643 5.13683 5.87764
H -2.43603 0.59137 4.20881
H -4.42834 0.01574 2.92721
H -6.42086 1.49522 2.96657
H -6.38508 3.56434 4.32978
H -4.34772 4.19082 5.56238
H 1.56224 2.84081 5.68392
H 3.18281 1.00532 5.80546
H 2.41267 -1.32370 6.14743
H -0.01035 -1.79863 6.33952
H -1.63765 0.03773 6.25028
O 0.53252 -1.18438 -2.69149
Si 1.00063 -2.34855 -3.62940
C -0.21455 -2.61697 -5.05619
C -1.46643 -2.00126 -4.95428
C -2.41112 -2.11578 -5.96680
C -2.12025 -2.85126 -7.10922
C -0.88295 -3.47211 -7.23152
C 0.05570 -3.35276 -6.21326
C 2.72538 -2.08952 -4.37473
C 2.93445 -1.50411 -5.62565
C 4.20955 -1.16995 -6.06679
C 5.31072 -1.41240 -5.25811
C 5.12914 -1.99031 -4.00763
C 3.85135 -2.32185 -3.57657
C 1.11819 -3.98131 -2.66734
C 0.68557 -3.97652 -1.33810
C 0.77476 -5.11333 -0.54237
C 1.30019 -6.28679 -1.06783
C 1.73392 -6.31524 -2.38889
C 1.64114 -5.17338 -3.17453
H -1.68594 -1.41211 -4.06865
H -3.37065 -1.62163 -5.86629
H -2.84989 -2.93328 -7.90706
H -0.64839 -4.04171 -8.12416
H 1.02209 -3.83533 -6.32775
H 2.08187 -1.28873 -6.26077
H 4.34147 -0.70392 -7.03642
H 6.30404 -1.13705 -5.59289
H 5.98275 -2.17058 -3.36370
H 3.72016 -2.76215 -2.59237
H 0.27374 -3.05567 -0.93700
H 0.43680 -5.07959 0.48740
H 1.37718 -7.17598 -0.45221
H 2.14981 -7.22792 -2.80162
H 1.98900 -5.21135 -4.20303
```

Properties
DFT total energy (Ha): -3858.61054
Charge: -2
Spin multiplicity: 2
Relative energy (zero: lowest compared OMol25 entry of this formula, charge and spin) (eV): 0.3010
HOMO-LUMO gap (alpha / beta) (eV): 4.46 / 6.39

Entry 3:
This record from the OMol25 dataset describes an isolated ion of composition C9H9O3S and charge -1 in a non-equilibrium geometry. The level of theory is ωB97M-V/def2-TZVPD.

The geometry in XYZ format:
```
22
C9H9O3S (ωB97M-V/def2-TZVPD)
C -0.68507 2.42570 -0.82899
C 0.30932 3.19956 -0.28884
C -0.41772 1.04431 -0.57818
C 0.69975 0.83782 0.16294
C 2.07497 -1.20739 -0.58066
C -0.96438 -0.24943 -1.11438
C -0.55471 -1.27863 -0.12648
C 0.92252 -0.84852 0.41514
C -1.41038 -1.27434 1.19186
O 1.95444 -0.73564 -1.74629
O 2.86254 -2.06030 -0.08173
O 1.12391 -1.18806 1.72873
S 1.43416 2.38584 0.60826
H -1.57822 2.90951 -1.26445
H 0.26305 4.21667 -0.13745
H -2.12520 -0.14490 -0.98311
H -0.72628 -0.43842 -2.12197
H -0.47823 -2.28340 -0.53235
H -2.35450 -0.89052 0.90502
H -0.93343 -0.54506 1.83371
H -1.45089 -2.24666 1.70138
H 2.03436 -1.62815 1.83784
```

Properties
Structure (SMILES): C[C@H]1Cc2ccsc2[C@]1(O)C(=O)[O-]
DFT total energy (Ha): -972.28525
Charge: -1
Spin multiplicity: 1
Relative energy (zero: lowest compared OMol25 entry of this formula, charge and spin) (eV): 0.7160
HOMO-LUMO gap (eV): 7.64